Molecular formula: C5H9NO
Method: DFT, the ωB97M-V functional and the def2-TZVPD basis

Results
Kohn-Sham gap (eV): 10.29
Molecular weight (Da): 99.1
Max |F| (eV/A): 0.49
Highest occupied orbital energy (eV): -9.5147
Relative energy (zero: lowest compared OMol25 entry of this formula, charge and spin) (kcal/mol): 80.6

Structure (XYZ):
```
16
C5H9NO the ωB97M-V functional and the def2-TZVPD basis
O -1.02799 1.85897 -0.42986
H 1.18699 -0.10854 -1.37167
H 2.56738 -0.68130 0.65440
H 2.31682 1.05610 0.44462
H -0.74669 -0.57866 -2.25739
C -0.95247 -0.51205 0.81627
C -0.65440 0.53443 -0.28467
H -0.40742 -0.56731 1.75875
H -0.74383 2.35476 0.34690
H -2.01475 -0.73605 0.96084
N -0.22991 -1.31909 -0.24578
H 1.42724 0.18450 1.69312
H -2.15379 -0.89477 -1.15664
C 0.73324 -0.12772 -0.37412
C 1.81045 0.10956 0.67143
C -1.11086 -0.57281 -1.22620
```

Molecular formula: C5H9NO
Method: DFT, the ωB97M-V functional and the def2-TZVPD basis

Results
Kohn-Sham gap (spin up / spin down) (eV): 8.40 / 4.34
Total charge: +1
Spin multiplicity: 2
Molecular weight (Da): 99.1
Expectation value of S²: 0.753
Max |F| (eV/A): 4.37
Highest occupied orbital energy (spin up / spin down) (eV): -13.7563 / -13.7544
Relative energy (zero: lowest compared OMol25 entry of this formula, charge and spin) (kcal/mol): 67.8

Structure (XYZ):
```
16
C5H9NO the ωB97M-V functional and the def2-TZVPD basis
H -0.43455 1.23535 0.89693
H -2.37070 2.75224 1.04006
H -1.60590 -0.77452 -0.84974
H 0.80729 -0.61186 -2.03010
C 0.57248 -0.13734 -1.09568
C -2.33093 1.81395 0.40165
C -0.98366 0.11884 -0.86926
H 2.48231 -1.01991 1.35267
C -1.25761 1.04881 0.26164
H 2.34962 0.85765 0.96642
H -1.25530 0.72013 -1.79220
O 0.59100 -1.95023 0.37080
C 1.08654 -0.87343 0.08541
H 1.04272 0.90546 -1.19843
N 2.13799 -0.24464 0.85866
H -3.23036 1.42481 -0.06516
```

Molecular formula: C5H9NO
Method: DFT, the ωB97M-V functional and the def2-TZVPD basis

Results
Kohn-Sham gap (spin up / spin down) (eV): 10.21 / 5.38
Total charge: +1
Spin multiplicity: 2
Molecular weight (Da): 99.1
Expectation value of S²: 0.763
Max |F| (eV/A): 3.73
Highest occupied orbital energy (spin up / spin down) (eV): -14.5743 / -14.1063
Relative energy (zero: lowest compared OMol25 entry of this formula, charge and spin) (kcal/mol): 66.2

Structure (XYZ):
```
16
C5H9NO the ωB97M-V functional and the def2-TZVPD basis
H -1.20850 1.22446 -1.20482
H 1.29811 -0.77652 0.99338
H 2.10508 1.62674 -1.60363
N 1.65451 1.43654 -0.70810
O -0.89995 -0.49133 -2.17304
H 0.68274 0.85142 1.47236
H -2.41833 -1.85858 1.05691
C 0.75846 0.35700 -0.67145
C 0.48994 -0.05487 0.91583
H -1.47790 0.28155 1.66105
C -0.91726 -0.44685 1.09472
C -1.34465 -1.73376 1.08281
H 1.21546 2.30236 -0.39048
H -0.70054 -2.59271 0.98049
C -0.56843 0.35422 -1.43333
H 1.33127 -0.47968 -1.07270
```

Molecular formula: C5H9NO2
Method: DFT, the ωB97M-V functional and the def2-TZVPD basis

Results
Kohn-Sham gap (eV): 9.60
SMILES: OC[C@@H]1OC[C@@H]2N[C@H]21
Molecular weight (Da): 115.1
Max |F| (eV/A): 7.21
Highest occupied orbital energy (eV): -8.7532
Relative energy (zero: lowest compared OMol25 entry of this formula, charge and spin) (kcal/mol): 189.2

Structure (XYZ):
```
17
C5H9NO2 the ωB97M-V functional and the def2-TZVPD basis
C 1.12557 1.23061 -0.50967
C 0.41850 -0.77868 -0.44531
H 1.85647 2.20445 -0.35872
O -0.05237 1.26796 0.30952
C -0.51845 -0.08105 0.38741
H 2.08866 -1.77049 0.58453
H -2.27504 0.19662 1.54389
H -2.14423 0.61678 -1.26460
H -2.07091 -1.48287 0.80200
N 1.78872 -1.37424 -0.33404
H 0.80546 1.09709 -1.52708
H -0.33834 -0.36378 1.58064
O -2.48257 -0.18023 -0.89113
C 1.60072 0.05188 0.01006
C -2.01108 -0.34731 0.43503
H 1.85843 0.18326 1.15446
H 0.35045 -0.46997 -1.47699
```

Molecular formula: C5H9NO2
Method: DFT, the ωB97M-V functional and the def2-TZVPD basis

Results
Kohn-Sham gap (spin up / spin down) (eV): 8.48 / 8.48
SMILES: CNC(C)=O.C#CO
Molecular weight (Da): 115.1
Max |F| (eV/A): 4.68
Highest occupied orbital energy (spin up / spin down) (eV): -8.0441 / -8.0447
Relative energy (zero: lowest compared OMol25 entry of this formula, charge and spin) (kcal/mol): 134.1

Structure (XYZ):
```
17
C5H9NO2 the ωB97M-V functional and the def2-TZVPD basis
H -0.18286 -1.41382 -2.05735
C 1.32824 -0.33655 -1.11900
H -1.13525 1.98814 1.17385
O -1.89585 -0.61997 -1.09129
H 0.15966 -0.99463 1.43599
C -1.11128 -0.37828 -0.20265
H 0.22825 2.74907 0.41120
C -0.15238 1.78672 0.74212
C 2.54203 -0.18404 -0.96352
H -1.46889 -0.59754 1.87076
O 0.47929 -1.59155 -1.36478
H 3.46335 -0.69548 -0.83204
N -0.23512 0.83729 -0.37566
H 0.44930 1.36408 1.54350
H -1.00400 -2.14978 0.92592
C -0.87210 -1.08509 1.10042
H -0.59240 1.32142 -1.19747
```

Molecular formula: C5H9NO2
Method: DFT, the ωB97M-V functional and the def2-TZVPD basis

Results
Kohn-Sham gap (eV): 8.84
SMILES: C/C(=C/O)[C@@H](N)C=O
Molecular weight (Da): 115.1
Max |F| (eV/A): 3.24
Highest occupied orbital energy (eV): -8.2031
Relative energy (zero: lowest compared OMol25 entry of this formula, charge and spin) (kcal/mol): 53.1

Structure (XYZ):
```
17
C5H9NO2 the ωB97M-V functional and the def2-TZVPD basis
H -1.70989 -0.60250 1.87768
H -0.38052 -2.34842 1.04404
C 0.64054 0.68989 -0.28515
H -0.19989 -1.99011 -0.67657
C 0.16122 -1.73821 0.32405
O -1.33946 1.38515 1.82097
C -0.75475 0.75694 -1.16020
H -1.38444 1.59082 -0.80803
H 0.82187 1.66188 0.17393
H -0.59306 1.96986 1.64033
H 1.22565 -1.96995 0.37056
N 1.78616 0.18696 -0.97258
H 2.26930 0.93107 -1.46436
C -0.04343 -0.28193 0.61255
O -0.90359 0.14887 -2.18690
H 1.51351 -0.51405 -1.65831
C -1.10922 0.12370 1.34800
```